29
Properties=species:S:1:pos:R:3:forces:R:3:nbo_charge:R:1 method="wB97M-V/def2-TZVPD" homo_ev=-11.089 energy_ha=-554.5396 fmax_ev_per_a=5.0 total_charge=+1 relative_energy_kcal_mol=89.32
H 1.373 0.823 -0.804 -1.39 1.13 -0.45 0.215
H -2.449 -2.281 -0.133 0.49 0.29 0.44 0.274
H 2.851 -1.688 -0.641 1.69 -2.07 0.35 0.235
C -2.016 3.310 -0.528 0.14 0.70 0.60 -0.405
H -1.214 -2.118 2.074 0.29 -0.61 0.17 0.447
N -3.311 -0.022 -0.936 -0.94 2.95 3.89 -0.617
H 1.597 -1.330 -1.912 1.12 -0.20 -0.66 0.226
H -1.356 0.770 1.545 -0.25 -0.72 0.17 0.238
C 1.963 -1.245 -0.901 -1.27 3.58 -0.66 -0.219
H 3.748 0.025 0.982 -0.17 0.21 -0.43 0.211
H 1.254 -2.008 1.793 2.65 -0.09 2.79 0.235
H 3.076 1.601 0.854 -0.10 1.31 0.42 0.241
H -2.794 2.761 -1.187 1.34 1.66 0.98 0.215
C -2.468 0.435 -0.211 -0.35 0.45 -0.37 0.466
C -1.742 1.138 0.612 1.15 1.25 0.86 -0.520
H -3.307 -0.638 -1.627 0.49 -2.98 -3.89 0.380
N -0.726 -2.234 1.193 0.05 1.06 1.96 -0.471
H 2.218 0.218 1.663 -0.47 0.69 -0.01 0.189
N 0.797 -1.663 -0.211 -2.75 -1.08 0.68 -0.257
C -1.422 2.592 0.439 0.31 -0.40 -0.70 -0.209
H 3.082 0.562 -1.217 -0.62 -0.01 -0.51 0.231
H -0.555 -1.557 -1.918 0.10 -0.22 0.53 0.252
H -0.605 2.984 1.117 -1.29 -0.32 -0.85 0.221
H -1.738 4.429 -0.507 -0.92 -1.95 -0.80 0.235
C 2.806 0.584 0.818 0.08 -2.66 -0.46 -0.615
C 0.589 -1.919 1.060 -3.61 -0.42 -2.79 0.280
C -0.475 -1.775 -0.850 2.88 1.40 -2.90 -0.050
C 2.227 0.264 -0.596 2.38 -1.03 0.95 -0.393
C -1.403 -2.022 0.030 -1.03 -1.95 0.71 -0.035